# C48H45BaN7OPS3

A molecular structure, C48H45BaN7OPS3 (the ωB97M-V functional and the def2-TZVPD basis, OMol25).

The HOMO energy is -3.69 eV. The total energy is -3876.05699 a.u. The value obtained for the molar mass is 1000.439 g mol⁻¹. The calculation puts the energy above the lowest of the compared OMol25 structures with the same formula, charge and spin at 13.8 kcal per mole.

```
! RIJCOSX wB97M-V def2-TZVPD def2/J DEFGRID3
* xyz -1 1
Ba 1.295 -0.142 -1.003
C -3.490 0.459 -0.439
C -2.624 1.430 -1.258
C -1.376 1.978 -0.531
N -0.272 2.020 -1.451
C 0.176 3.067 -2.053
C -0.188 4.420 -1.718
C -0.228 5.537 -2.502
C 0.084 5.685 -3.865
C 0.694 4.727 -4.647
C 1.214 3.475 -4.325
C 1.212 2.759 -3.101
N 1.961 1.714 -2.835
C 2.899 1.230 -3.820
C 2.300 0.197 -4.796
C 2.143 -1.252 -4.293
N 1.062 -1.505 -3.353
C -0.104 -1.888 -3.787
C -0.451 -1.920 -5.180
C -1.403 -2.635 -5.870
C -2.340 -3.558 -5.414
C -2.602 -3.815 -4.077
C -2.116 -3.209 -2.935
C -1.142 -2.185 -2.731
N -1.008 -1.527 -1.609
C -1.988 -1.680 -0.548
C -3.354 -1.021 -0.820
H -4.545 0.722 -0.563
H -3.280 0.581 0.630
H -3.223 2.282 -1.589
H -2.276 0.927 -2.162
H -1.106 1.279 0.277
H -1.605 2.925 -0.035
H -0.485 4.544 -0.683
H -0.586 6.433 -2.001
H -0.149 6.635 -4.331
H 0.843 5.011 -5.687
H 1.712 2.974 -5.145
H 3.739 0.758 -3.291
H 3.335 2.039 -4.419
H 2.964 0.147 -5.668
H 1.336 0.570 -5.154
H 3.078 -1.540 -3.795
H 2.053 -1.892 -5.180
H 0.173 -1.289 -5.799
H -1.391 -2.473 -6.945
H -2.927 -4.087 -6.154
H -3.354 -4.577 -3.889
H -2.593 -3.543 -2.021
H -1.565 -1.225 0.358
H -2.148 -2.737 -0.290
H -4.116 -1.581 -0.268
H -3.591 -1.144 -1.881
C 4.323 -1.160 5.022
C 3.684 -0.269 4.176
C 2.617 -0.700 3.397
C 2.187 -2.020 3.458
C 2.851 -2.918 4.296
C 3.908 -2.488 5.080
P 0.832 -2.502 2.329
C -0.396 -3.341 3.392
C -0.323 -3.436 4.778
C -1.346 -4.045 5.494
C -2.446 -4.570 4.835
C -2.536 -4.468 3.452
C -1.524 -3.844 2.740
C 1.667 -3.960 1.555
C 1.422 -5.297 1.844
C 2.104 -6.297 1.164
C 3.039 -5.995 0.176
C 3.295 -4.674 -0.132
C 2.615 -3.680 0.563
H 5.155 -0.829 5.629
H 4.010 0.760 4.097
H 2.154 -0.004 2.708
H 2.545 -3.958 4.329
H 4.418 -3.188 5.730
H 0.526 -3.022 5.306
H -1.282 -4.104 6.573
H -3.242 -5.043 5.396
H -3.401 -4.857 2.931
H -1.611 -3.738 1.663
H 0.695 -5.559 2.601
H 1.897 -7.334 1.400
H 3.547 -6.787 -0.356
H 3.990 -4.392 -0.912
O 3.553 -1.989 -0.590
N 2.734 -2.304 0.242
S -1.088 3.721 5.583
C -0.297 3.622 4.117
S 0.896 2.424 3.753
C 1.051 3.004 2.095
N 0.279 4.025 1.871
N -0.449 4.366 3.004
C -1.313 5.490 2.850
C -1.419 6.452 3.843
C -2.247 7.547 3.644
C -2.960 7.690 2.463
C -2.837 6.727 1.470
C -2.017 5.629 1.660
S 2.173 2.318 1.002
H -0.864 6.340 4.762
H -2.328 8.296 4.421
H -3.602 8.549 2.315
H -3.380 6.829 0.539
H -1.904 4.881 0.889
*
```